[1]
The following is a quantum chemistry calculation of C15H19Cl5N5O6SiTc as an isolated structure, from the OMol25 dataset.

Each line ends with the Mulliken charge.
Positions of all 52 atoms, in Å:
Tc1 -0.343 -0.039 0.288  0.756
O1 -2.015 3.120 2.489  -0.456
C1 -1.758 2.109 1.707  0.725
O2 -0.635 1.621 1.611  -0.368
C2 -2.945 1.641 0.892  -0.672
O3 -2.805 0.294 0.470  -0.415
C3 -3.344 -0.671 1.383  -0.483
C4 -2.261 -1.390 2.148  0.523
O4 -2.505 -2.096 3.077  -0.555
O5 -1.035 -1.192 1.644  -0.315
H1 -1.193 3.411 2.926  0.412
H2 -2.954 2.257 -0.003  0.262
H3 -3.872 1.806 1.439  0.443
H4 -3.889 -1.409 0.796  0.380
H5 -4.035 -0.209 2.086  0.385
Cl1 0.790 2.975 -6.612  -0.150
C5 0.527 2.440 -5.009  0.133
C6 1.136 1.276 -4.548  0.108
Cl2 2.170 0.384 -5.583  -0.163
C7 0.912 0.834 -3.244  0.717
Cl3 1.708 -0.586 -2.675  -0.168
C8 0.079 1.544 -2.394  -0.785
O6 -0.159 1.147 -1.122  -0.189
C9 -0.499 2.728 -2.851  0.224
Cl4 -1.457 3.678 -1.773  -0.221
C10 -0.288 3.176 -4.150  0.152
Cl5 -1.020 4.628 -4.684  -0.160
N1 -1.351 -3.151 -3.839  -0.602
N2 -0.865 -2.824 -2.595  1.254
N3 -0.148 -3.673 -1.892  -0.948
C11 0.190 -2.922 -0.851  -0.619
N4 -0.311 -1.692 -0.963  0.644
N5 -1.009 -1.647 -2.098  -0.460
H6 -1.478 -4.153 -3.880  0.312
H7 -2.183 -2.606 -4.023  0.287
H8 0.790 -3.265 -0.026  0.637
C12 1.703 1.073 3.483  -1.003
Si1 2.208 -0.450 2.539  0.190
C13 4.055 -0.461 2.359  -1.106
C14 1.640 -1.988 3.394  -0.967
C15 1.600 -0.445 0.740  -0.299
H9 2.388 1.220 4.322  0.440
H10 0.692 0.983 3.889  0.265
H11 1.750 1.961 2.848  0.294
H12 4.528 -0.539 3.342  0.328
H13 4.409 0.460 1.889  0.324
H14 4.401 -1.306 1.757  0.332
H15 1.992 -1.983 4.430  0.384
H16 2.060 -2.875 2.911  0.296
H17 0.553 -2.086 3.410  0.253
H18 1.881 -1.423 0.329  0.255
H19 2.195 0.314 0.219  0.386

Summary:
Charge   +1
2S+1   2
Gap between HOMO and LUMO (spin up / spin down)   0.2583 / 0.2746 hartree
<S²>   0.757

[2]
The following is a quantum chemistry calculation of a single C15H19ClN4O2 molecule, from the OMol25 dataset.

Each line ends with the Mulliken charge.
Positions of all 41 atoms, in Å:
O1 4.160 3.703 0.815  -0.529
C1 2.969 3.023 0.505  -0.582
C2 3.151 1.498 0.520  -0.375
N1 1.869 0.826 0.429  0.078
C3 1.851 -0.517 0.984  -0.811
C4 2.538 -1.553 0.078  -0.835
N2 2.023 -1.564 -1.281  0.150
C5 0.906 -2.445 -1.531  -1.379
C6 -0.327 -2.191 -0.726  0.931
N3 -1.230 -1.276 -0.901  -0.420
C7 -2.095 -1.481 0.140  0.560
C8 -3.276 -0.671 0.359  0.454
C9 -4.139 -0.952 1.416  -0.744
C10 -5.262 -0.170 1.608  -0.511
C11 -5.534 0.891 0.759  -0.494
C12 -4.668 1.163 -0.289  0.271
Cl1 -5.003 2.486 -1.350  -0.223
C13 -3.539 0.393 -0.500  -0.564
N4 -1.729 -2.480 0.903  -0.567
O2 -0.582 -2.951 0.348  -0.104
C14 1.952 -0.222 -1.836  -0.885
C15 1.285 0.804 -0.904  -0.467
H1 4.443 3.449 1.701  0.323
H2 2.165 3.289 1.204  0.344
H3 2.692 3.374 -0.490  0.276
H4 3.861 1.217 -0.273  0.091
H5 3.602 1.224 1.480  0.511
H6 2.332 -0.507 1.964  0.487
H7 0.801 -0.785 1.134  0.224
H8 2.436 -2.552 0.505  0.439
H9 3.605 -1.315 0.013  0.359
H10 1.232 -3.468 -1.317  0.408
H11 0.646 -2.365 -2.590  0.452
H12 -3.914 -1.782 2.067  0.467
H13 -5.935 -0.384 2.424  0.397
H14 -6.410 1.504 0.906  0.426
H15 -2.864 0.600 -1.315  0.529
H16 1.417 -0.260 -2.785  0.443
H17 2.984 0.086 -2.039  0.349
H18 1.360 1.799 -1.342  0.376
H19 0.226 0.560 -0.794  0.146

Summary:
SMILES   OCCN1CCN(Cc2nc(-c3cccc(Cl)c3)no2)CC1
2S+1   1
Gap between HOMO and LUMO   0.3028 hartree

[3]
The following is a quantum chemistry calculation of C15H19CsN6S as an isolated structure, from the OMol25 dataset.

Each line ends with the Mulliken charge.
Positions of all 42 atoms, in Å:
Cs1 0.062 -0.300 -0.209  1.137
N1 3.068 0.647 3.819  -0.434
C1 2.033 0.416 2.942  0.338
S1 1.998 1.439 1.539  -0.730
N2 1.221 -0.531 3.363  -0.771
N3 0.369 -1.062 2.427  -0.280
C2 -0.818 -1.397 2.790  0.852
C3 -1.524 -1.137 4.077  0.667
C4 -0.881 -0.747 5.256  -0.326
C5 -1.613 -0.518 6.412  -0.643
C6 -2.990 -0.659 6.426  -0.377
C7 -3.643 -1.049 5.265  -0.764
C8 -2.917 -1.291 4.110  -0.369
C9 -1.577 -2.224 1.768  -0.179
C10 -1.347 -3.594 1.721  -0.493
C11 -2.037 -4.364 0.801  -0.590
C12 -2.947 -3.743 -0.041  -0.435
C13 -3.116 -2.373 0.076  -0.454
N4 -2.450 -1.619 0.951  -0.420
H1 3.487 1.558 3.779  0.197
H2 2.989 0.204 4.720  0.231
H3 0.189 -0.626 5.251  0.566
H4 -1.089 -0.218 7.311  0.378
H5 -3.552 -0.469 7.331  0.378
H6 -4.718 -1.167 5.251  0.389
H7 -3.449 -1.587 3.218  0.335
H8 -0.632 -4.037 2.401  0.506
H9 -1.872 -5.432 0.743  0.424
H10 -3.515 -4.300 -0.773  0.410
H11 -3.817 -1.849 -0.565  0.433
N5 -0.662 0.755 -3.315  -0.459
C14 -1.720 1.768 -3.321  -0.565
C15 -1.528 2.791 -2.214  -0.613
N6 -1.795 2.230 -0.891  -0.454
H12 0.224 1.188 -3.555  0.215
H13 -0.834 0.060 -4.032  0.211
H14 -2.677 1.258 -3.174  0.291
H15 -1.793 2.301 -4.278  0.334
H16 -2.149 3.666 -2.442  0.329
H17 -0.492 3.142 -2.228  0.345
H18 -2.791 2.136 -0.733  0.168
H19 -1.437 2.835 -0.161  0.222

Summary:
2S+1   1
Gap between HOMO and LUMO   0.2474 hartree

[4]
The following is a quantum chemistry calculation of C15H19InN3O5S as an isolated structure, from the OMol25 dataset.

Each line ends with the Mulliken charge.
Positions of all 44 atoms, in Å:
N1 -3.690 5.255 0.265  -0.606
C1 -4.984 4.885 -0.424  0.312
O1 -6.053 5.694 -0.193  -0.533
C2 -5.221 3.642 -1.466  -0.074
C3 -3.981 2.573 -1.567  -0.924
In1 -2.295 3.285 -2.973  0.725
S1 -3.467 3.815 -5.167  -0.604
H1 -3.298 4.368 0.669  0.323
H2 -3.067 5.653 -0.477  0.302
H3 -5.382 4.102 -2.556  0.033
H4 -6.208 3.077 -1.188  0.257
H5 -4.421 1.608 -2.115  0.230
H6 -3.541 2.251 -0.514  0.222
H7 -1.491 4.750 -2.300  -0.361
H8 -1.120 1.925 -3.288  -0.329
H9 -4.874 3.802 -4.955  0.032
C4 2.771 -2.215 -1.700  -0.351
C5 2.331 -1.454 -0.616  -0.149
C6 1.895 -0.142 -0.812  -0.481
C7 1.900 0.398 -2.105  -0.018
C8 2.349 -0.361 -3.194  -0.336
C9 2.785 -1.670 -2.985  -0.441
N2 1.419 1.768 -2.322  0.934
O2 1.047 2.414 -1.331  -0.558
O3 1.407 2.199 -3.485  -0.516
H10 3.105 -3.239 -1.542  0.392
H11 2.324 -1.885 0.383  0.299
H12 1.554 0.437 0.043  0.432
H13 2.363 0.048 -4.203  0.431
H14 3.133 -2.268 -3.824  0.360
C10 1.295 -3.483 5.536  -0.374
C11 0.680 -3.577 4.286  -0.505
C12 1.438 -3.883 3.154  -0.146
C13 2.817 -4.098 3.287  0.038
C14 3.438 -3.996 4.538  -0.358
C15 2.670 -3.687 5.663  -0.406
N3 3.615 -4.445 2.105  0.982
O4 3.032 -4.506 1.012  -0.577
O5 4.825 -4.660 2.268  -0.586
H15 0.698 -3.250 6.416  0.360
H16 -0.392 -3.416 4.195  0.369
H17 0.944 -3.953 2.188  0.431
H18 4.508 -4.155 4.655  0.415
H19 3.142 -3.608 6.639  0.359

Summary:
Charge   -1
2S+1   1
Gap between HOMO and LUMO   0.1796 hartree

[5]
The following is a quantum chemistry calculation of a single C15H19N3O2 molecule, from the OMol25 dataset.

Each line ends with the Mulliken charge.
Positions of all 39 atoms, in Å:
O1 -5.394 -0.972 -1.549  -0.605
C1 -4.573 -0.832 -0.686  0.414
C2 -3.229 -1.513 -0.546  -0.940
C3 -2.536 -0.818 0.629  -0.093
N1 -1.395 -0.026 0.198  0.294
C4 -0.485 0.310 1.285  -0.828
C5 0.593 1.285 0.764  -1.003
N2 0.779 1.202 -0.669  -0.015
C6 1.312 -0.082 -1.110  -0.533
C7 2.664 -0.334 -0.498  0.220
C8 2.946 -1.523 0.157  -0.398
C9 4.196 -1.743 0.710  -0.666
C10 5.176 -0.771 0.617  -0.365
C11 4.901 0.422 -0.032  -0.635
C12 3.654 0.638 -0.589  -0.172
C13 -0.447 1.595 -1.341  -1.072
C14 -1.718 1.160 -0.578  -0.626
C15 -3.631 0.049 1.253  0.189
O2 -3.571 0.710 2.255  -0.588
N3 -4.714 0.006 0.402  0.005
H1 -3.397 -2.574 -0.356  0.370
H2 -2.654 -1.432 -1.468  0.264
H3 -2.165 -1.532 1.370  0.684
H4 -1.013 0.766 2.135  0.404
H5 -0.022 -0.622 1.625  0.437
H6 1.544 1.084 1.258  0.429
H7 0.305 2.315 0.989  0.417
H8 1.428 -0.021 -2.197  0.523
H9 0.636 -0.919 -0.884  0.275
H10 2.183 -2.285 0.235  0.365
H11 4.404 -2.675 1.216  0.375
H12 6.151 -0.941 1.050  0.380
H13 5.664 1.184 -0.106  0.385
H14 3.429 1.566 -1.091  0.382
H15 -0.446 1.170 -2.346  0.412
H16 -0.446 2.687 -1.437  0.373
H17 -2.068 1.979 0.071  0.325
H18 -2.513 0.932 -1.290  0.396
H19 -5.549 0.556 0.555  0.223

Summary:
SMILES   O=C1C[C@@H](N2CCN(Cc3ccccc3)CC2)C(=O)N1
2S+1   1
Gap between HOMO and LUMO   0.3322 hartree

[6]
The following is a quantum chemistry calculation of a single C15H19N3O2 molecule, from the OMol25 dataset.

Each line ends with the Mulliken charge.
Positions of all 39 atoms, in Å:
C1 -7.282 -1.366 0.129  -1.564
C2 -5.807 -1.219 0.494  0.826
C3 -5.628 -0.201 1.616  -1.406
C4 -5.009 -0.800 -0.747  -1.043
N1 -3.587 -0.743 -0.495  -0.115
C5 -2.876 0.405 -0.539  0.496
O1 -3.355 1.474 -0.846  -0.657
C6 -1.403 0.214 -0.193  -0.597
C7 -0.681 1.556 -0.149  -0.536
C8 0.780 1.380 -0.014  0.460
N2 1.457 0.279 -0.114  -0.370
C9 2.752 0.685 0.084  0.196
C10 3.881 -0.222 0.060  0.385
C11 3.673 -1.580 -0.170  -0.267
C12 4.749 -2.446 -0.194  -0.591
C13 6.033 -1.967 0.011  -0.365
C14 6.242 -0.615 0.240  -0.550
C15 5.173 0.259 0.265  -0.508
N3 2.843 1.973 0.296  -0.426
O2 1.565 2.437 0.236  -0.160
H1 -7.678 -0.416 -0.221  0.351
H2 -7.414 -2.106 -0.657  0.387
H3 -7.857 -1.679 0.997  0.403
H4 -5.431 -2.192 0.835  0.227
H5 -6.182 -0.507 2.501  0.426
H6 -5.989 0.774 1.299  0.336
H7 -4.578 -0.103 1.885  0.309
H8 -5.202 -1.501 -1.566  0.354
H9 -5.305 0.203 -1.061  0.345
H10 -3.134 -1.596 -0.209  0.267
H11 -0.939 -0.421 -0.950  0.349
H12 -1.312 -0.295 0.768  0.334
H13 -1.049 2.169 0.677  0.321
H14 -0.894 2.112 -1.067  0.302
H15 2.666 -1.934 -0.327  0.476
H16 4.588 -3.500 -0.372  0.384
H17 6.872 -2.646 -0.009  0.381
H18 7.244 -0.244 0.398  0.388
H19 5.314 1.314 0.441  0.452

Summary:
SMILES   CC(C)CNC(=O)CCc1nc(-c2ccccc2)no1
2S+1   1
Gap between HOMO and LUMO   0.3577 hartree

Number 1: E_tot -3979.23164 hartree. Number 2: E_tot -1412.63605 hartree. Number 3: E_tot -1329.84826 hartree. Number 4: E_tot -1711.51897 hartree. Number 5: E_tot -897.75688 hartree. Number 6: E_tot -897.74656 hartree.